DFT (ωB97M-V/def2-TZVPD) results for C2H2N2O2S in the gas phase at a distorted geometry.

Results
- charge = 0
- Kohn-Sham gap (eV) = 9.72
- SMILES string = O=c1[nH]nc(S)o1

Element x y z (Å)
O 0.779 2.246 -0.600
C 0.615 1.112 -0.293
N 1.366 0.178 0.407
N 0.665 -0.970 0.694
C -0.394 -0.750 -0.007
S -1.843 -1.791 -0.166
O -0.518 0.429 -0.579
H 2.186 0.426 1.092
H -2.855 -0.879 -0.548

DFT (ωB97M-V/def2-TZVPD) results for C2H2N2O3 in the gas phase at a distorted geometry.

Results
- charge = 0
- Kohn-Sham gap (eV) = 10.86
- SMILES string = N#C[C@@H](O)[N+](=O)[O-]

Element x y z (Å)
N 1.294 0.297 -2.459
C 0.630 -0.095 -1.626
C -0.331 -0.457 -0.068
O 0.155 -1.455 0.682
N -0.402 0.781 0.721
O -0.870 1.766 0.235
O 0.132 0.734 1.789
H -1.340 -0.791 -0.448
H 0.733 -0.780 1.174

DFT (ωB97M-V/def2-TZVPD) results for 2 unconnected molecules or ions with the total composition C2H2N2O3 at a distorted geometry.

Results
- charge = 0
- Kohn-Sham gap (spin up / spin down) (eV) = 8.21 / 8.26
- expectation value of S² = 2.01
- multiplicity = 3

Element x y z (Å)
C -2.630 -1.162 0.031
C -1.469 -0.423 0.541
N -3.444 -1.883 -0.337
N 2.071 -1.257 -0.955
O 1.009 -0.955 -0.529
O 2.937 -0.149 -0.807
O -1.423 0.797 0.639
H -0.608 -1.110 0.725
H 3.782 -0.413 -1.187

DFT (ωB97M-V/def2-TZVPD) results for 2 unconnected molecules or ions with the total composition C2H2N2O3 at a distorted geometry.

Results
- charge = 0
- Kohn-Sham gap (spin up / spin down) (eV) = 7.45 / 9.05
- expectation value of S² = 2.01
- multiplicity = 3

Element x y z (Å)
C 1.687 1.329 0.046
C 1.239 0.041 -0.488
N 1.903 2.437 0.199
N -2.128 0.288 -0.427
O -2.083 1.215 -1.153
O -1.975 0.655 0.918
O 0.443 -0.767 -0.140
H 1.935 -0.188 -1.475
H -2.389 -0.089 1.424

DFT (ωB97M-V/def2-TZVPD) results for a molecular structure, C2H2N2O4 at a distorted geometry.

Results
- charge = 0
- Kohn-Sham gap (eV) = 10.04

Element x y z (Å)
C -0.433 0.911 0.874
C -0.528 -0.739 -0.522
H 2.250 -1.330 -0.074
H 1.954 -0.743 -2.056
N 1.802 -0.568 -1.094
N 0.655 -0.028 -0.713
O 0.812 0.975 0.180
O -0.571 1.471 1.985
O -1.217 0.114 0.263
O -0.979 -1.908 -0.845

DFT (ωB97M-V/def2-TZVPD) results for C2H2N2OS in the gas phase at a distorted geometry.

Results
- charge = 0
- Kohn-Sham gap (eV) = 10.12
- SMILES string = Sc1nnco1

Element x y z (Å)
S 2.333 -0.338 -0.068
C 0.574 -0.399 0.031
N -0.202 -1.475 -0.007
N -1.515 -0.948 -0.046
C -1.380 0.319 -0.063
O -0.138 0.816 -0.037
H 2.457 0.935 0.241
H -2.130 1.090 -0.051

DFT (ωB97M-V/def2-TZVPD) results for 2 unconnected molecules or ions with the total composition C2H2N2OS at a distorted geometry.

Results
- charge = 0
- Kohn-Sham gap (spin up / spin down) (eV) = 6.39 / 6.76
- expectation value of S² = 2.01
- multiplicity = 3

Element x y z (Å)
C -1.238 -1.661 0.078
C 1.694 0.715 -0.525
N -1.377 -0.511 0.218
N 1.103 0.980 0.440
O 2.245 0.470 -1.523
S -1.762 0.969 0.099
H -1.316 -2.760 0.292
H 0.650 1.799 0.921

DFT (ωB97M-V/def2-TZVPD) results for C2H2N2OS2 in the gas phase at a distorted geometry.

Results
- charge = 0
- Kohn-Sham gap (eV) = 10.21
- SMILES string = Sc1nonc1S

Element x y z (Å)
S 1.979 -0.933 -0.046
C 0.701 0.282 0.023
N 0.934 1.547 -0.032
O -0.288 2.175 0.015
N -1.311 1.271 0.005
C -0.700 0.102 -0.009
S -1.707 -1.317 0.035
H 1.552 -1.558 1.081
H -0.963 -1.875 -0.933

DFT (ωB97M-V/def2-TZVPD) results for 2 unconnected molecules or ions with the total composition C2H2N2OSi at a distorted geometry.

Results
- charge = 0
- Kohn-Sham gap (eV) = 9.87
- SMILES string = N#C[SiH]=O.C#N

Element x y z (Å)
N -0.392 3.123 -0.391
C 0.039 2.117 -0.043
Si 0.722 0.305 0.316
O 1.716 -0.343 1.362
H 0.275 -0.219 -0.989
C 4.702 -0.607 0.666
N 3.922 -0.570 -0.281
H 5.615 -0.368 1.087

DFT (ωB97M-V/def2-TZVPD) results for C2H2N2S in the gas phase at a distorted geometry.

Results
- charge = 0
- Kohn-Sham gap (eV) = 8.72
- SMILES string = N#CNC=S

Element x y z (Å)
N 2.688 -0.369 0.010
C 1.622 0.065 -0.123
N 0.436 0.569 -0.136
C -0.862 -0.540 -0.082
S -2.325 0.030 0.005
H 0.346 1.599 0.148
H -0.537 -1.555 -0.371

DFT (ωB97M-V/def2-TZVPD) results for 2 unconnected molecules or ions with the total composition C2H2N2S3 at a distorted geometry.

Results
- charge = 0
- Kohn-Sham gap (spin up / spin down) (eV) = 6.82 / 7.15

Element x y z (Å)
C 0.011 1.197 0.153
C 1.962 -1.360 0.061
N -1.042 0.452 -0.096
N -2.138 0.447 0.561
S 0.807 2.346 -0.534
S 0.991 -1.897 -1.024
S 2.908 -0.725 1.085
H -0.669 -0.195 -0.754
H -2.830 -0.265 0.548

DFT (ωB97M-V/def2-TZVPD) results for C2H2N2Si in the gas phase at a distorted geometry.

Results
- charge = 0
- Kohn-Sham gap (eV) = 6.90

Element x y z (Å)
C 1.622 -1.538 2.651
C 2.228 -2.201 3.719
N 1.055 -1.130 1.742
N 2.704 -2.689 4.646
Si 0.303 -0.345 -0.229
H 0.578 0.932 0.640
H -1.306 -0.475 -0.308

DFT (ωB97M-V/def2-TZVPD) results for a gas-phase ion, C2H2N3O2 (charge -1) at a distorted geometry.

Results
- charge = -1
- Kohn-Sham gap (spin up / spin down) (eV) = 7.41 / 7.41
- SMILES string = C=C([O-])ON1N=N1

Element x y z (Å)
C -0.989 -0.062 -0.027
C -0.160 1.091 0.004
O -0.400 2.225 0.418
O 1.003 0.749 -0.613
N 1.513 -0.443 0.187
N 1.285 -1.773 -0.265
N 0.585 -1.271 0.700
H -0.993 -0.556 -1.001
H -1.843 0.040 0.598

DFT (ωB97M-V/def2-TZVPD) results for 2 unconnected molecules or ions with the total composition C2H2N3O2 at a distorted geometry.

Results
- charge = -1
- Kohn-Sham gap (eV) = 7.41

Element x y z (Å)
C 1.507 1.193 -0.713
C -1.897 -1.318 1.606
N 1.020 0.123 -1.441
N 0.458 0.809 -0.240
N -0.879 -0.935 1.193
O -2.821 -1.742 2.200
O 2.520 1.851 -0.850
H 0.568 0.291 -2.275
H -0.476 -0.271 0.520

DFT (ωB97M-V/def2-TZVPD) results for a gas-phase ion, C2H2N3O2 (charge +1) at a distorted geometry.

Results
- charge = +1
- Kohn-Sham gap (eV) = 7.82
- SMILES string = O=C=[N+]=N/C=N/O

Element x y z (Å)
O 2.108 -0.201 -2.596
C 1.387 0.245 -1.812
N 0.509 0.981 -1.334
N -0.476 1.204 -0.625
C -0.765 0.568 0.522
N -0.319 -0.608 0.810
O -0.576 -1.202 1.948
H -1.509 1.274 1.195
H -0.359 -2.261 1.891

DFT (ωB97M-V/def2-TZVPD) results for a molecular structure, C2H2N3OS at a distorted geometry.

Results
- charge = -1
- Kohn-Sham gap (eV) = 7.72

Element x y z (Å)
C 0.473 0.423 1.357
C -1.121 0.644 -0.409
N 1.100 0.348 2.296
N 0.985 -0.789 -0.767
N 0.288 0.293 -0.151
O -1.598 0.360 -1.504
S -1.640 1.413 0.982
H 0.641 -0.999 -1.654
H 0.873 -1.693 -0.150

DFT (ωB97M-V/def2-TZVPD) results for 2 unconnected molecules or ions with the total composition C2H2N3P at a distorted geometry.

Results
- charge = 0
- Kohn-Sham gap (spin up / spin down) (eV) = 7.57 / 7.09

Element x y z (Å)
C -1.007 -1.202 -0.087
C -0.942 1.449 0.201
N -2.005 -1.762 0.006
N -1.201 2.432 -0.288
N 0.009 -0.491 -0.453
P 1.541 -0.614 0.058
H 1.533 -0.142 1.324
H 2.072 0.330 -0.760

DFT (ωB97M-V/def2-TZVPD) results for a gas-phase ion, C2H2N3S (charge +1) at a distorted geometry.

Results
- charge = +1
- Kohn-Sham gap (spin up / spin down) (eV) = 9.78 / 6.72
- expectation value of S² = 2.07
- multiplicity = 3

Element x y z (Å)
C 1.212 -0.243 -0.135
C -2.227 -0.019 0.120
N -0.010 -0.709 0.136
N -1.030 -0.088 0.014
N 1.646 0.828 0.224
S -3.734 0.336 0.292
H 1.623 -1.189 -0.622
H 2.521 1.083 -0.029

DFT (ωB97M-V/def2-TZVPD) results for C2H2N4 in the gas phase at a distorted geometry.

Results
- charge = 0
- Kohn-Sham gap (eV) = 9.31
- SMILES string = c1ncnnn1

Element x y z (Å)
C 0.276 -1.245 -0.149
N -1.024 -0.892 -0.109
C -1.199 0.356 0.018
N -0.282 1.350 0.131
N 0.994 0.910 -0.017
N 1.390 -0.359 0.086
H 0.446 -2.316 -0.237
H -2.444 0.587 0.385

DFT (ωB97M-V/def2-TZVPD) results for 3 unconnected molecules or ions with the total composition C2H2N4 at a distorted geometry.

Results
- charge = 0
- Kohn-Sham gap (eV) = 13.18
- SMILES string = C#N.C#N.N#N

Element x y z (Å)
C -1.940 -0.122 -0.524
N -1.735 1.008 -0.648
H -2.116 -1.172 -0.404
C 1.277 -1.196 0.512
N 0.234 -1.639 0.307
H 2.248 -0.790 0.705
N 0.664 2.343 -0.144
N 1.367 1.567 0.196

ΔE to the lowest compared entry with this formula, charge and spin
In order: 11.93, 122.28, 54.66, 59.90, 72.63, 24.82, 52.81, 42.87, 44.11, 45.87, 104.52, 68.76, 147.49, 47.26, 51.44, 36.53, 127.15, 25.18, 72.41, 3.61
Unit: kcal per mole
E_tot
In order: -735.56826, -412.45612, -412.40978, -412.40142, -487.73798, -660.30815, -660.14966, -1058.44535, -551.56790, -585.02783, -1381.31701, -476.27318, -391.98311, -392.14283, -391.66632, -715.10550, -582.81445, -639.40082, -296.30950, -296.41912
Unit: a.u.